(1)
C43H53CuN5O2P | ωB97M-V/def2-TZVPD

Last column: Löwdin charge in e.
Atoms and positions in Å:
H 10.179073 -13.990252 15.001254  0.0897
H 7.935186 -9.528618 20.225471  0.1126
H 12.987505 -8.202797 16.918053  0.1003
H 6.428286 -7.052488 16.998387  0.0989
C 10.803462 -5.252579 13.335599  -0.0580
N 8.341766 -10.248604 13.601813  0.0241
N 9.963279 -9.040720 16.201450  0.1561
H 10.120525 -12.262607 15.472068  0.0631
C 11.068347 -12.689239 13.567154  -0.2229
C 12.951761 -6.386628 13.986371  -0.0521
H 4.979544 -10.100419 18.664158  0.0877
H 13.481477 -11.211524 14.439377  0.0992
C 7.013727 -4.792545 9.995055  -0.0651
C 12.158934 -8.812644 17.322680  0.0140
O 6.935696 -8.884102 15.383421  -0.0858
H 12.616209 -9.683337 17.827730  0.0980
P 7.530130 -7.499547 13.071577  1.1197
H 13.277250 -11.216684 16.241516  0.1004
H 9.007384 -5.176836 16.498282  0.0955
H 5.439419 -3.723186 15.394832  0.1109
H 13.520560 -5.590625 13.475774  0.0872
H 11.234294 -4.562436 12.587984  0.0927
H 6.252313 -4.089685 9.662587  0.1102
C 7.945546 -7.485018 19.527202  -0.0862
C 8.957700 -7.127010 17.349505  -0.2186
C 4.036404 -5.357701 15.187016  -0.0771
H 11.957771 -11.849668 9.876532  0.1207
H 4.139327 -11.305763 17.668505  0.0979
C 13.202775 -10.609430 15.318175  0.0107
C 9.190734 -10.822403 18.240324  -0.0345
H 8.965306 -11.218459 17.240347  0.0670
C 6.313602 -5.401574 14.359443  -0.1091
C 8.208378 -4.918439 9.300116  -0.0726
C 5.273927 -4.734784 15.018341  -0.0672
C 6.119886 -6.694435 13.881939  -0.3667
C 3.850246 -6.650679 14.703748  -0.0786
C 7.383023 -10.194122 12.553208  -0.2860
H 10.985289 -14.729975 12.923651  0.1177
C 6.988996 -11.335230 11.854723  -0.0138
H 10.250986 -11.041842 18.450721  0.0891
H 7.452421 -12.308274 12.080809  0.1220
H 10.383360 -6.243712 15.989308  0.0786
H 5.641341 -12.123786 10.370353  0.1120
H 5.578964 -10.845188 15.940238  0.1495
C 11.164313 -13.697428 12.614899  -0.0457
H 5.824585 -5.416348 11.674533  0.1081
H 8.791903 -6.479087 15.304091  0.0333
C 5.969813 -11.234168 10.906854  -0.0623
N 5.455883 -10.101786 16.614986  0.0327
C 11.871851 -9.638070 11.423598  -0.0306
C 8.884584 -9.364456 18.319735  -0.2197
C 8.296693 -6.642115 18.477569  -0.0724
H 11.640580 -13.193401 15.595799  0.0916
H 9.743817 -5.388685 13.080094  0.0486
C 7.734455 -6.463316 11.597672  -0.3547
H 11.621576 -9.484463 10.355705  0.0978
Cu 9.529255 -8.670194 13.831367  0.4903
H 8.079900 -5.573969 18.518889  0.1177
H 4.556324 -9.935153 9.921417  0.1118
H 5.315358 -7.921504 17.967699  0.1077
C 11.810483 -10.080168 15.138534  -0.2342
H 12.858174 -6.105894 15.045333  0.0779
H 3.230287 -4.833857 15.697113  0.1085
C 10.737454 -13.039256 14.982559  -0.0384
C 4.877019 -7.320716 14.055432  -0.0951
H 4.705675 -8.338223 13.700968  0.1120
H 9.654340 -7.361409 11.184244  0.0877
H 8.396331 -4.302911 8.427672  0.1094
C 11.243969 -9.265610 16.220728  -0.2416
H 8.805157 -11.156152 13.669374  0.0968
H 11.603761 -8.205006 18.052437  0.0980
C 11.494594 -13.401957 11.293531  -0.0702
H 12.928762 -9.353732 11.570235  0.1055
H 8.582855 -11.371645 18.978473  0.0875
C 11.577062 -6.562359 13.352564  -0.5432
C 6.823859 -8.943161 12.270146  -0.2960
H 11.705063 -6.923367 12.299692  0.1142
C 9.298086 -8.498674 17.284145  -0.2242
C 5.360875 -10.002814 10.652843  -0.0648
H 7.849431 -10.052135 14.511388  0.0764
H 2.884190 -7.136180 14.827559  0.1105
H 10.874173 -4.744292 14.305642  0.0769
C 8.914639 -6.621880 10.857998  -0.0972
H 13.537443 -7.320110 13.930290  0.0737
C 5.797430 -8.860792 11.315123  -0.0635
C 11.708026 -12.084813 10.916300  -0.0390
C 9.308335 -6.205178 16.235432  -0.0376
H 3.650093 -9.598345 17.593712  0.0933
N 11.073584 -10.333974 14.101867  0.0972
C 6.104127 -8.949683 16.338563  -0.5423
H 10.080039 -5.978387 9.171070  0.1115
H 11.566524 -14.210431 10.564563  0.1105
C 4.517630 -10.273805 17.681599  -0.0842
C 6.771348 -5.545769 11.149156  -0.0775
C 11.302981 -11.339361 13.187459  -0.2227
C 9.152813 -5.843205 9.726599  -0.0647
H 7.450857 -7.082474 20.409627  0.1076
C 8.221364 -8.846211 19.429288  -0.0502
H 11.280049 -8.935404 12.027520  0.0293
C 11.613419 -11.040908 11.840156  -0.2016
O 10.945029 -7.562836 14.127371  -0.3419
N 5.825538 -7.859043 17.099369  0.2342
H 13.928525 -9.779291 15.426863  0.1023
H 7.268337 -4.893562 14.208439  0.1116
H 5.347458 -7.892027 11.108971  0.1120

Forces on atoms 1 to 2 (eV/Å):
H 0.195 0.376 0.093
H 0.020 0.119 -0.049

As for the total energy: -110922.1817 eV. As for the HOMO energy (alpha / beta): -0.384 / -0.389 Ha. Its total charge is +1. As for the spin multiplicity: 2. The calculation puts the energy above the lowest of the compared OMol25 structures with the same formula, charge and spin at 0.000 eV.

---

(2)
C43H54BrCaFN6O7S2 | ωB97M-V/def2-TZVPD

Last column: Löwdin charge in e.
Atoms and positions in Å:
H 1.487291 -5.288459 2.793865  0.0433
H -3.167824 7.325120 -1.913153  0.1388
H -0.213547 7.253938 0.406251  0.0768
H -0.149324 7.074102 -1.358773  0.0725
C 0.499844 0.054769 -2.836309  -0.6315
C 2.242680 6.206889 -0.262782  -0.0509
C 1.057025 -3.017400 -1.597108  -0.1958
O -0.063489 -2.270817 -1.173656  -0.1644
H 2.455967 6.600284 -1.255913  0.0767
H -4.910016 2.093933 -5.043754  0.0658
C -4.381015 8.079895 -3.541121  -0.0931
H -2.056606 -2.601650 -1.094647  0.1225
Br -1.053350 1.317529 2.589357  0.8568
H -1.015641 5.682771 5.466943  0.0878
C 4.511891 -1.908177 -1.348090  -0.0177
H -5.052694 8.858146 -1.764015  0.1885
H 1.956329 7.534935 3.873615  0.0740
H 6.009226 -3.807757 -2.184251  0.0882
N 1.163998 -0.742697 1.348611  -0.3081
H -7.203661 7.775878 -1.671910  0.1383
C 3.656054 -1.049198 -0.686306  -0.0605
H -4.827523 7.718865 -4.470002  0.1419
H 1.558806 3.749968 -1.343522  0.0968
C -3.628150 4.146863 -1.060915  -0.1832
C -3.953953 4.620811 -2.334235  -0.1730
C -0.852067 0.780007 -2.978010  -0.0069
H -2.672837 2.600118 0.086023  0.1272
H -0.711728 0.869363 -5.069816  0.1449
O -1.544671 0.544950 -0.722050  -0.0807
H -0.132278 4.135208 -1.625091  0.0657
H 1.879819 -2.802394 -0.915549  0.0890
C -6.409023 7.414777 -2.326186  -0.0949
H 1.093446 -5.012760 -0.723959  0.0964
C -0.014355 5.543171 5.867170  -0.0604
H 3.021340 5.498395 0.004418  0.0954
C -2.501323 2.270187 -2.012072  -0.0291
C 0.642726 -4.502267 -1.574105  -0.1374
S 2.528186 0.057156 1.535950  0.5569
C -5.605093 6.307683 -1.650770  -0.1534
H -1.394672 -5.072493 -2.177261  0.1012
C -2.804187 2.729163 -3.311700  -0.1331
H -0.993570 -4.378889 2.487338  0.0946
C 0.879577 5.496636 -0.260117  -0.5235
H 6.473630 -2.833984 1.250605  0.1082
H -3.821972 4.300183 -4.412223  0.1145
O 2.307917 1.318834 0.847152  -0.4026
C -3.639387 6.946088 -2.838343  -0.1393
C -0.245162 6.538434 -0.413161  -0.0485
H -6.258146 5.464002 -1.427230  0.1509
C -4.260381 1.633895 -5.785134  -0.0616
N 6.378035 -3.428897 -1.325899  0.0950
O 0.858531 -0.655915 -3.767409  0.0317
H -3.707197 8.912674 -3.748160  0.1392
H -2.892791 3.300821 -5.981881  0.1094
C 1.038153 5.777232 4.773380  -0.5577
H 6.850790 -4.108338 -0.751762  0.0869
H -1.211656 6.036506 -0.385096  0.0677
H 2.281551 7.037669 0.437623  0.0680
C 0.700114 4.984360 3.517357  -0.1880
H 0.061136 4.538428 6.271169  0.0724
H -1.194650 -4.746578 -0.444712  0.0956
C -2.944355 2.969934 -0.891741  0.1005
C 0.854429 4.568383 -1.479017  -0.0471
S 2.340298 -3.089347 2.126974  1.0435
H 1.121701 5.132390 -2.376758  0.0784
H -2.847012 6.570117 -3.485106  0.1441
C 1.163922 -4.315143 2.484667  -0.4219
N -2.290804 2.068532 -4.398593  -0.0500
C -1.190225 -2.955011 -1.653644  -0.2059
H -6.838784 7.046632 -3.259758  0.1417
C 0.649750 4.774751 1.067745  -0.0910
H 0.193773 7.629672 4.015962  0.0850
N -0.181417 -2.539745 1.913100  0.0536
C 1.104961 7.285045 4.499683  -0.0673
H -5.202759 6.683286 -0.696780  0.1307
C -1.613709 1.116811 -1.802887  -0.3193
O 1.122535 0.381707 -1.804546  -0.1652
C 4.826128 -1.471829 1.372815  -0.1241
H 1.343984 6.459894 2.143012  0.0894
Ca 0.389961 0.779502 0.077426  1.2692
C 2.404674 5.302797 5.286461  -0.0433
F -3.975620 4.888519 0.024147  0.0572
C 0.970381 -1.977450 1.755181  -0.6866
H 2.690518 5.844811 6.187859  0.0801
H 2.373254 4.239418 5.513031  0.0861
C 5.685117 -2.327785 0.712627  -0.0373
H 4.910152 -1.305033 2.436053  0.1100
H -5.992415 9.319684 -3.061784  0.1877
C 0.088356 3.468303 1.147533  -0.4271
H -4.217462 0.566515 -5.582920  0.0843
O 2.901402 0.185977 2.922165  -0.2904
C -0.084776 -3.828841 2.315310  -0.2825
H 0.131738 6.243430 6.689467  0.0774
H 3.164959 5.463073 4.525063  0.0862
N -4.583512 5.879021 -2.579664  -0.1032
C -0.886747 -4.445870 -1.444796  -0.1495
C 0.928904 5.471429 2.235675  0.0020
H -2.202981 1.739459 -6.436392  0.1244
H 4.386111 -2.091609 -2.405986  0.1173
C 3.804921 -0.848375 0.675466  -0.3202
C 5.519554 -2.577288 -0.651807  -0.3209
O -0.257064 2.736692 0.149770  -0.3292
H -4.694164 1.787773 -6.770239  0.0747
H -0.051225 3.246145 4.564068  0.1004
H -1.328155 -2.746325 -2.728011  0.1228
C -2.857268 2.238532 -5.718935  -0.1925
C 0.157817 3.707144 3.613365  -0.0786
H 2.854472 -0.549591 -1.210726  0.0908
H 1.338482 -2.703118 -2.612033  0.1124
H 1.218386 7.829202 5.434774  0.0767
C -0.141374 3.013151 2.467583  -0.5037
C -1.249731 1.205768 -4.193093  0.0414
H 0.958491 -5.008306 -2.487290  0.1020
C -3.570289 3.893713 -3.445080  0.0510
N -5.480046 8.536340 -2.643791  0.0514

Forces on atoms 1 to 2 (eV/Å):
H -0.077 -0.244 0.106
H 0.040 -0.043 -0.052

As for the total energy: -181611.1606 eV. As for the HOMO energy: -0.227 Ha. As for the spin multiplicity: 1. The calculation puts the energy above the lowest of the compared OMol25 structures with the same formula, charge and spin at 1.722 eV.

---

Which formula does entry 2 have? C43H54BrCaFN6O7S2